Entry 1:
Below is one molecule with the formula C3H4N2S2 at a distorted geometry, with properties calculated with wB97M-V/def2-TZVPD.

Calculated values
max |F|: 1.5 eV/Å
molecular weight: 132.2 Da
structure (SMILES): S=c1[nH]cc(S)[nH]1
HOMO level: -0.2874 Eh
net charge: 0
orbital gap: 8.31 eV
DFT total energy: -27826.7442 eV
energy above the lowest of the compared OMol25 structures with the same formula, charge and spin: 1.0 kcal/mol

Each line ends with the Löwdin charge.
Atoms and positions in Å:
S1 2.020345 1.755107 -1.526674  0.528
C1 0.859311 0.805474 -0.823862  -0.902
N1 0.097267 -0.179374 -1.402223  0.055
C2 -0.747127 -0.762892 -0.482791  -0.109
C3 -0.539462 -0.172038 0.704016  -0.692
S2 -1.356834 -0.400692 2.236238  0.783
N2 0.453656 0.768317 0.484360  0.049
H1 0.210165 -0.416491 -2.362670  0.139
H2 -1.411719 -1.576798 -0.797394  0.132
H3 -0.407917 -1.209238 2.817372  -0.110
H4 0.822313 1.388626 1.153628  0.127

Forces on atoms 1 to 2 (eV/Å):
S 0.0 0.0 0.0
C -0.2 -0.6 0.4

=====

Entry 2:
Below is a 2-piece molecular cluster, C3H4N2S2 overall at a distorted geometry, with properties calculated with wB97M-V/def2-TZVPD.

Calculated values
max |F|: 2.6 eV/Å
molecular weight: 132.2 Da
HOMO level (alpha / beta): -0.3074 / -0.3075 Eh
net charge: 0
orbital gap (alpha / beta): 5.47 / 5.47 eV
DFT total energy: -27821.7916 eV
energy above the lowest of the compared OMol25 structures with the same formula, charge and spin: 115.2 kcal/mol

Each line ends with the Löwdin charge.
Atoms and positions in Å:
C1 -0.386749 1.060356 -0.041860  -0.426
C2 -2.538362 1.194773 -1.162939  -0.428
C3 -0.905719 -0.080158 -0.534328  -0.951
N1 -2.126989 0.000617 -1.159860  -0.005
N2 2.205206 -1.424911 -2.313432  0.036
S1 -1.468767 2.353725 -0.371845  1.005
S2 -0.104158 -1.541403 -0.353007  0.783
H1 0.390753 1.092581 0.690926  0.072
H2 -3.343794 1.655042 -1.614188  0.047
H3 2.872436 -2.147011 -1.992263  -0.046
H4 1.298331 -1.875899 -2.617260  -0.087

Forces on atoms 1 to 2 (eV/Å):
C -0.9 1.6 0.7
C 1.9 1.4 1.2

=====

Entry 3:
Below is one molecule with the formula C3H4N2S3, with properties calculated with wB97M-V/def2-TZVPD.

Calculated values
max |F|: 0.9 eV/Å
molecular weight: 164.3 Da
HOMO level: -0.3247 Eh
net charge: 0
orbital gap: 8.21 eV
DFT total energy: -38659.2039 eV
energy above the lowest of the compared OMol25 structures with the same formula, charge and spin: 46.6 kcal/mol

Each line ends with the Löwdin charge.
Atoms and positions in Å:
C1 -1.787595 0.464500 1.125030  -0.416
C2 -0.539142 0.802407 0.346420  -1.164
C3 2.920081 -0.712426 -0.494404  -0.144
H1 -1.898614 -0.258938 -1.498905  -0.150
H2 -1.802291 0.800932 2.180336  0.120
H3 3.775996 -0.358399 -1.063670  0.074
H4 3.030260 -1.674442 -0.028802  0.058
N1 -2.824949 -0.116215 0.694938  -0.390
N2 1.908590 0.052659 -0.437086  -0.338
S1 -3.036406 -0.667581 -0.878678  0.730
S2 -0.343909 2.197302 -0.433186  0.713
S3 0.597978 -0.529797 0.488011  0.906

Forces on atoms 1 to 2 (eV/Å):
C 0.2 0.4 0.5
C 0.1 -0.4 0.2

=====

Entry 4:
Below is an isolated ion of composition C3H4N3 and charge +1 at a distorted geometry, with properties calculated with wB97M-V/def2-TZVPD.

Calculated values
max |F|: 4.4 eV/Å
molecular weight: 82.1 Da
HOMO level: -0.5792 Eh
net charge: +1
orbital gap: 8.55 eV
DFT total energy: -7631.3574 eV
energy above the lowest of the compared OMol25 structures with the same formula, charge and spin: 114.1 kcal/mol

Each line ends with the Löwdin charge.
Atoms and positions in Å:
C1 -2.030906 0.946894 0.666933  0.140
C2 -1.458501 -1.422389 -0.322015  0.334
C3 1.511578 0.471975 0.067770  0.039
N1 -0.412562 -0.868084 -0.423628  0.153
N2 -0.914836 0.938063 0.322292  -0.017
N3 0.109421 0.324461 -0.235560  -0.137
H1 -2.393253 -1.956008 -0.516382  0.159
H2 1.933851 -0.316284 0.849369  0.163
H3 2.091913 0.443808 -0.818241  0.092
H4 1.563297 1.437565 0.409458  0.075

Forces on atoms 1 to 2 (eV/Å):
C -0.8 0.7 0.4
C 3.1 0.3 -1.1

=====

Entry 5:
Below is an isolated ion of composition C3H4N3 and charge +1 at a distorted geometry, with properties calculated with wB97M-V/def2-TZVPD.

Calculated values
max |F|: 4.8 eV/Å
molecular weight: 82.1 Da
structure (SMILES): CN=[N+]=c1cn1
HOMO level (alpha / beta): -0.5306 / -0.5307 Eh
net charge: +1
orbital gap (alpha / beta): 7.41 / 7.41 eV
DFT total energy: -7630.9400 eV
energy above the lowest of the compared OMol25 structures with the same formula, charge and spin: 123.7 kcal/mol

Each line ends with the Löwdin charge.
Atoms and positions in Å:
C1 0.339252 2.275400 -0.241937  0.002
N1 -0.129881 0.935925 0.112714  0.134
N2 -0.042297 -0.291358 0.137350  0.097
C2 -0.423928 -1.404986 0.454619  0.027
C3 -0.541247 -2.900676 0.378968  -0.086
N3 0.429842 -2.759137 -0.300627  0.288
H1 0.895920 2.066156 -1.246743  0.153
H2 1.086378 2.800511 0.340755  0.092
H3 -0.445093 2.897198 -0.683222  0.102
H4 -1.168946 -3.619033 1.048124  0.191

Forces on atoms 1 to 2 (eV/Å):
C 1.2 -1.0 -3.0
N 0.6 -3.0 -0.9

=====

Entry 6:
Below is an isolated ion of composition C3H4N3 and charge +1 at a distorted geometry, with properties calculated with wB97M-V/def2-TZVPD.

Calculated values
max |F|: 3.9 eV/Å
molecular weight: 82.1 Da
HOMO level (alpha / beta): -0.5822 / -0.5822 Eh
net charge: +1
orbital gap (alpha / beta): 8.16 / 8.16 eV
DFT total energy: -7632.4233 eV
energy above the lowest of the compared OMol25 structures with the same formula, charge and spin: 89.5 kcal/mol

Each line ends with the Löwdin charge.
Atoms and positions in Å:
C1 1.075917 0.798304 -0.045712  -0.212
C2 -0.527866 -1.038129 0.116475  -0.210
C3 -0.350715 1.577882 -0.097115  0.114
N1 -0.206688 0.273846 0.266998  -0.008
N2 1.995230 0.098791 -0.166171  0.414
N3 0.341339 -1.892274 -0.117642  0.213
H1 -1.640358 -1.269086 0.386319  0.207
H2 -0.376174 2.343536 0.825275  0.196
H3 -0.583345 2.009482 -1.130416  0.171
H4 0.272664 -2.902354 -0.038011  0.114

Forces on atoms 1 to 2 (eV/Å):
C -2.8 0.9 0.6
C -2.6 -2.9 0.2

=====

Entry 7:
Below is an isolated ion of composition C3H4N3S and charge +1 at a distorted geometry, with properties calculated with wB97M-V/def2-TZVPD.

Calculated values
max |F|: 3.8 eV/Å
molecular weight: 114.2 Da
HOMO level (alpha / beta): -0.4964 / -0.4964 Eh
net charge: +1
orbital gap (alpha / beta): 5.79 / 5.79 eV
DFT total energy: -18470.6907 eV
energy above the lowest of the compared OMol25 structures with the same formula, charge and spin: 31.5 kcal/mol

Each line ends with the Löwdin charge.
Atoms and positions in Å:
C1 -1.002915 -0.290240 0.203322  0.039
C2 0.314838 -0.215140 -0.209654  -0.367
C3 -0.367774 1.834688 0.302998  0.000
N1 -1.396366 0.981084 0.353801  0.074
N2 0.721133 1.062969 -0.093946  0.110
N3 1.127201 -1.265744 -0.498906  -0.348
S1 0.671014 -2.799680 -0.336758  0.920
H1 -1.591303 -1.097707 0.428738  0.108
H2 -2.247801 1.456241 0.594077  0.163
H3 1.596860 1.493890 -0.099101  0.136
H4 2.175113 -1.160360 -0.644570  0.163

Forces on atoms 1 to 2 (eV/Å):
C 0.0 1.4 -0.8
C 1.2 -1.3 0.2

=====

Entry 8:
Below is an isolated ion of composition C3H4N3S2 and charge -1 at a distorted geometry, with properties calculated with wB97M-V/def2-TZVPD.

Calculated values
max |F|: 4.5 eV/Å
molecular weight: 146.2 Da
HOMO level (alpha / beta): -0.1289 / -0.1402 Eh
net charge: -1
orbital gap (alpha / beta): 5.53 / 7.35 eV
DFT total energy: -29313.5675 eV
energy above the lowest of the compared OMol25 structures with the same formula, charge and spin: 10.1 kcal/mol

Each line ends with the Löwdin charge.
Atoms and positions in Å:
C1 -1.132352 -1.207083 1.265893  -1.052
C2 -0.592167 -0.591826 0.001663  -0.210
C3 0.216473 0.642244 0.437641  -0.228
N1 -1.740767 -0.663845 2.184902  0.126
N2 -0.636413 1.752763 0.709178  -0.088
N3 -1.451115 1.692662 1.607103  -0.611
S1 -2.502217 2.816148 2.031643  0.424
S2 -1.136847 -2.968055 1.275657  0.322
H1 -0.017394 -1.310720 -0.430804  0.037
H2 -1.267825 -0.070897 -0.584235  0.088
H3 0.672768 0.510590 1.371326  0.096
H4 0.834009 0.915172 -0.389810  0.097

Forces on atoms 1 to 2 (eV/Å):
C -0.9 -1.7 -1.8
C 0.6 2.6 3.6